Here is a cluster of 10 separate species, C35H85O30P5 in total from the OMol25 dataset. Energies are from ωB97M-V/def2-TZVPD.

**DFT total energy**: -5348.9058 Ha
**Structure (SMILES)**: COP(=O)(OC)OC.COP(=O)(OC)OC.COP(=O)(OC)OC.COP(=O)(OC)OC.COP(=O)(OC)OC.CCOC(C)=O.CCOC(C)=O.CCOC(C)=O.CCOC(C)=O.CCOC(C)=O
**HOMO-LUMO gap**: 10.2316 eV
**Energy relative to the best compared isomer or geometry (same formula, charge and spin)**: 5.461 eV
**Lowest unoccupied orbital energy**: 0.4 eV

Structure (ORCA input):
```
! wB97M-V def2-TZVPD RIJCOSX def2/J DEFGRID3
* xyz 0 1
P -2.742 3.320 -2.327
P 1.092 -5.152 -0.980
P -4.609 -4.296 -3.223
P 3.494 5.661 0.201
P 5.468 2.402 6.102
O -3.359 -3.715 -4.108
O 1.470 -3.864 0.045
O -4.689 -4.621 2.657
O -3.860 2.541 -1.784
O -1.746 2.406 -3.288
O 3.397 1.568 -2.376
O -1.786 3.842 -1.144
O -0.431 -5.508 -0.451
O -7.081 1.125 0.002
O 6.163 1.290 6.782
O -5.907 -4.109 -4.239
O 7.105 -0.521 -1.613
O 0.369 -0.625 2.386
O -6.641 0.324 -2.093
O 3.824 2.218 6.035
O 8.184 -1.275 0.231
O -3.100 4.647 -3.226
O 1.274 0.905 -2.806
O 5.753 2.646 4.518
O 2.014 -6.302 -1.094
O 0.756 -4.363 -2.346
O 2.979 4.455 1.186
O -4.324 -5.922 -3.215
O 5.510 3.895 6.710
O 3.870 6.886 1.246
O 4.614 5.292 -0.703
O -6.370 -3.172 2.203
O -4.795 -3.858 -1.770
O -0.040 -0.292 0.164
O 2.143 6.205 -0.489
C -3.478 -2.381 -4.627
C 0.747 -0.335 1.274
C 2.180 1.762 -2.311
C 2.076 -1.421 -2.195
C 1.618 -0.440 -3.348
C -7.137 -4.604 -3.748
C 2.196 0.040 0.963
C -5.307 2.207 1.378
C 5.237 4.175 8.101
C -4.238 -6.633 -4.420
C -5.724 0.974 0.526
C -5.186 -3.511 2.035
C -1.455 -0.483 0.295
C -2.392 4.233 0.072
C 9.454 -1.554 -0.379
C 4.085 8.187 0.768
C 3.320 1.171 5.222
C 10.035 -2.755 0.352
C 3.918 3.717 2.007
C -0.030 -5.056 -3.389
C -1.958 -0.747 -1.152
C 1.529 2.963 -1.686
C -1.976 5.378 -3.742
C 7.013 2.806 4.045
C -7.378 0.840 -1.265
C -2.206 1.643 -4.377
C 1.004 6.441 0.349
C 2.126 -4.121 1.311
C -5.642 -4.727 5.055
C -1.366 -4.417 -0.215
C 7.212 -0.695 -0.396
C -4.111 -2.616 1.457
C -5.447 -5.363 3.584
C 6.085 -0.299 0.473
C -8.813 1.127 -1.725
H -4.444 2.020 2.017
H -1.371 -1.475 -1.712
H 2.190 0.900 0.293
H 5.095 3.291 8.723
H 2.684 0.273 1.909
H -5.081 -7.322 -4.389
H 1.253 -1.732 -1.551
H -2.348 6.326 -4.132
H -1.060 -3.508 -0.733
H -2.351 -4.595 -0.646
H -4.031 -1.746 2.108
H -3.099 -2.464 -5.645
H 2.848 -0.878 -1.649
H -1.555 -1.391 0.890
H -6.068 -3.760 4.789
H -0.315 -6.078 -3.141
H 3.737 8.213 -0.265
H -0.891 -4.446 -3.664
H 7.835 2.401 4.636
H 5.440 -1.173 0.572
H -1.955 5.220 0.222
H 3.299 1.460 4.171
H 3.757 3.996 3.049
H 4.947 3.964 1.748
H 5.140 8.431 0.894
H -1.453 4.930 -4.587
H -5.277 3.185 0.898
H 7.006 3.896 4.065
H 0.889 3.478 -2.402
H 1.615 -3.765 2.205
H 10.160 -0.728 -0.292
H -6.138 2.385 2.061
H -3.070 1.030 -4.122
H -4.383 -1.786 -4.504
H 2.869 -0.698 0.527
H -3.269 -7.122 -4.513
H -5.760 0.086 1.157
H 3.037 -3.531 1.214
H -9.529 1.406 -0.953
H 2.376 -5.166 1.495
H 0.484 5.531 0.650
H 3.790 2.643 1.867
H 6.257 0.025 1.499
H 2.369 -0.532 -4.132
H -5.014 -6.363 3.589
H 9.365 -1.786 -1.440
H -4.640 -4.706 5.483
H -8.811 1.868 -2.525
H 2.346 3.599 -1.344
H -7.977 -4.370 -4.401
H -1.386 -4.197 0.852
H -3.025 -0.969 -1.148
H 3.447 8.943 1.225
H -2.688 -1.847 -4.098
H 2.278 0.970 5.474
H 7.107 2.443 3.022
H -1.969 0.359 0.758
H -3.149 -3.128 1.444
H -9.207 0.301 -2.318
H 10.999 -2.989 -0.101
H -2.513 2.370 -5.129
H 2.487 -2.372 -2.533
H -6.428 -5.578 3.160
H -3.474 4.187 0.197
H 0.959 2.716 -0.791
H 3.844 0.217 5.280
H -1.222 5.556 -2.975
H -4.328 -2.268 0.447
H 1.346 7.022 1.206
H 6.154 4.630 8.477
H 0.250 7.155 0.016
H 9.388 -3.631 0.391
H -4.249 -5.979 -5.292
H 0.783 -0.895 -3.882
H 5.452 0.500 0.086
H -1.962 0.164 -1.751
H -1.440 0.978 -4.776
H 0.596 -5.086 -4.281
H -4.987 0.704 -0.230
H -6.290 -5.292 5.725
H -7.043 -5.674 -3.567
H 4.299 4.718 8.212
H -7.343 -4.174 -2.768
H -1.905 3.629 0.839
H 10.335 -2.454 1.356
*
```



Here is a cluster of 3 separate species, C19H47O7P in total from the OMol25 dataset. Energies are from ωB97M-V/def2-TZVPD.

**DFT total energy**: -1619.8855 Ha
**Structure (SMILES)**: COCCCCCC[PH4].COCCOCCOC.COCCOCCOC
**HOMO-LUMO gap**: 8.7882 eV
**Lowest unoccupied orbital energy**: 0.7 eV

Structure (ORCA input):
```
! wB97M-V def2-TZVPD RIJCOSX def2/J DEFGRID3
* xyz 0 1
P 1.125 -0.705 -2.272
O 2.059 -7.087 0.145
O 2.881 -4.624 1.622
O 1.653 2.567 0.271
O -3.502 4.788 -1.844
O 3.214 -8.549 2.500
O -3.018 6.358 0.650
O -4.047 7.458 -3.103
C 3.030 2.611 0.559
C -4.713 5.517 -1.792
C -2.305 5.465 -1.511
C 3.549 -3.777 0.715
C -0.776 0.630 1.275
C 0.183 -1.557 0.295
C -0.274 -1.339 -1.140
C 1.552 -4.971 1.292
C 0.462 -0.263 1.057
C 1.338 -6.466 1.192
C -0.553 2.147 1.110
C 2.297 -9.526 2.935
C 3.423 -7.394 0.366
C 0.840 2.669 1.428
C -3.708 5.721 1.701
C -2.052 5.577 -0.023
C 3.654 -8.660 1.162
C -4.965 6.389 -3.002
C -3.333 7.552 -4.314
H -3.852 8.188 -5.038
H -1.083 -0.600 -1.203
H 0.790 3.721 1.741
H 2.808 -10.387 3.380
H 0.899 -0.514 2.028
H -5.498 4.755 -1.799
H 1.667 -9.880 2.113
H -1.264 2.679 1.749
H 2.240 -0.288 -3.133
H 2.061 -1.522 -1.542
H 3.160 -3.889 -0.301
H 3.561 2.800 -0.373
H 3.461 -2.726 1.010
H 3.269 3.411 1.270
H -3.175 6.567 -4.764
H 1.298 2.100 2.251
H 1.125 -2.122 0.258
H 3.967 -6.557 0.807
H 4.606 -4.047 0.712
H -2.360 7.994 -4.100
H -4.805 6.099 -0.873
H -0.776 2.453 0.083
H 3.163 -9.501 0.662
H 4.735 -8.852 1.154
H 1.249 -4.493 0.355
H 3.372 1.658 0.987
H -3.228 5.912 2.667
H -1.561 0.325 0.580
H -0.662 -2.266 -1.576
H -1.505 4.829 -1.903
H -1.181 0.436 2.272
H 0.882 -4.604 2.081
H -4.944 5.774 -3.908
H -3.766 4.640 1.545
H -0.519 -2.187 0.852
H 0.285 -6.602 0.926
H -1.998 4.575 0.412
H -4.722 6.120 1.735
H 3.830 -7.585 -0.631
H 0.430 -1.145 -3.430
H 0.909 0.644 -1.907
H 1.512 -6.948 2.156
H 1.225 0.300 0.519
H 1.656 -9.075 3.693
H -5.980 6.796 -2.900
H -2.233 6.441 -1.993
H -1.066 6.044 0.100
*
```



Here is a cluster of 2 separate species, C5H14 in total from the OMol25 dataset. Energies are from ωB97M-V/def2-TZVPD.

**DFT total energy**: -198.8681 Ha
**Structure (SMILES)**: CCC.CC
**HOMO-LUMO gap**: 12.4693 eV
**Energy relative to the best compared isomer or geometry (same formula, charge and spin)**: 0.572 eV
**Lowest unoccupied orbital energy**: 1.1 eV

Structure (ORCA input):
```
! wB97M-V def2-TZVPD RIJCOSX def2/J DEFGRID3
* xyz 0 1
C 1.355 -0.954 2.086
C 0.109 -2.099 0.153
C 0.012 -1.143 1.334
C -0.571 1.530 -2.167
C -1.014 2.468 -1.060
H -0.297 2.561 -0.254
H -0.270 -0.152 1.029
H -1.898 2.016 -0.593
H 1.239 -1.091 3.164
H -0.352 -3.089 0.239
H 1.803 0.013 1.881
H -1.125 1.483 -3.100
H -1.341 3.432 -1.428
H 1.162 -2.343 -0.021
H 0.415 1.848 -2.563
H -0.713 -1.514 2.053
H 2.055 -1.754 1.824
H -0.284 -1.766 -0.813
H -0.285 0.556 -1.765
*
```



Here is a structure of composition C22H34FN3O5S from the OMol25 dataset. Energies are from ωB97M-V/def2-TZVPD.

**DFT total energy**: -1896.4473 Ha
**HOMO-LUMO gap**: 8.4278 eV
**Lowest unoccupied orbital energy**: -0.2 eV

Structure (ORCA input):
```
! wB97M-V def2-TZVPD RIJCOSX def2/J DEFGRID3
* xyz 0 1
S 3.277 -2.036 1.027
F 4.064 3.390 -0.584
O 3.253 -3.243 -0.272
O 4.257 -2.406 1.866
O 0.220 -1.321 -1.967
O 0.313 -0.206 1.696
O -2.626 1.706 -1.061
N -1.361 -1.185 0.562
N 1.925 -2.417 1.806
N -0.666 1.867 0.484
C 4.158 1.664 1.110
C 0.760 -2.285 -3.108
C 0.989 3.587 0.741
C 0.645 -2.400 0.909
C -2.954 -0.982 2.931
C -1.593 -2.331 -3.067
C -4.465 -1.342 2.570
C 3.429 1.061 -1.166
C 3.996 0.377 1.264
C -0.413 -2.505 -3.966
C -1.605 -1.846 -0.598
C 3.994 1.869 -0.281
C -2.377 0.342 2.186
C 0.297 2.721 -1.552
C -0.196 -1.259 1.283
C -0.062 2.973 -0.043
C -1.026 4.319 -0.245
C 3.344 -0.077 -0.886
C 3.537 -0.440 0.523
C -2.234 -0.181 0.575
C -1.170 -1.347 -1.980
C -1.917 1.147 0.003
H -1.265 -3.018 -0.284
H 4.166 0.122 2.571
H -0.492 2.688 -2.123
H -1.514 4.410 0.950
H 1.108 -2.588 -0.029
H -5.333 -0.519 2.690
H 1.656 -1.866 -3.082
H -3.193 1.044 2.249
H -1.605 -0.466 -2.175
H -0.278 -1.672 -4.500
H 1.051 3.595 -1.591
H -0.264 -3.163 -4.496
H 0.861 1.896 -1.390
H 3.233 1.413 -2.356
H -1.939 3.897 -0.650
H -2.693 -2.177 -0.520
H -0.711 5.242 -0.360
H -3.080 -0.747 3.939
H -2.009 -3.291 -2.466
H -1.557 0.485 2.629
H 4.606 2.559 1.716
H 1.545 4.373 0.379
H 1.808 -1.534 2.331
H -2.389 -1.831 2.879
H 2.833 -0.891 -1.375
H -0.203 1.327 1.245
H 0.453 3.847 1.873
H -3.294 -0.364 0.289
H 0.091 -3.450 1.346
H -2.512 -2.098 -3.630
H 1.662 2.698 0.918
H -4.493 -1.745 1.484
H 0.840 -3.127 -2.359
H -4.882 -2.263 3.136
*
```



Here is a structure of composition C32H36N8S3SbSiTb from the OMol25 dataset. Energies are from ωB97M-V/def2-TZVPD.

**DFT total energy**: -4227.5381 Ha
**<S²>**: 12.676
**HOMO-LUMO gap (alpha / beta)**: 7.4132 / 7.4515 eV
**Energy relative to the best compared isomer or geometry (same formula, charge and spin)**: 0.000 eV
**Lowest unoccupied orbital energy (alpha / beta)**: -5.1 / -5.1 eV

Structure (ORCA input):
```
! wB97M-V def2-TZVPD RIJCOSX def2/J DEFGRID3
* xyz 2 7
Tb -0.174 0.307 0.600
Sb -0.461 -2.225 3.342
S 2.485 4.434 1.048
S -3.549 3.811 -0.650
S 0.334 -1.685 -1.204
Si 1.291 -2.290 -4.442
N -1.785 2.258 0.384
N -2.070 -1.316 0.766
N 2.592 2.170 2.523
N 0.825 2.453 0.990
N -0.781 0.867 3.413
N 1.792 -0.887 1.591
N 0.397 0.881 -1.836
N -3.986 1.680 0.968
C -1.160 2.083 5.460
C -1.896 -2.252 1.705
C 3.325 0.164 0.000
C -3.012 -1.461 -0.188
C -3.081 2.459 0.319
C 1.223 0.570 -4.469
C -2.728 -3.366 1.776
C 2.717 -3.172 -3.589
C -0.396 -3.158 -4.292
C 0.261 3.520 0.251
C -3.731 -3.511 0.811
C -1.119 0.919 6.222
C -0.959 -0.276 5.526
C -3.849 -2.591 -0.207
C 3.872 -1.979 1.169
C -2.984 -0.466 -1.312
C 1.618 -2.053 -6.278
C 0.619 -0.367 -2.354
C -1.018 2.026 4.087
C -1.109 3.300 3.287
C 0.971 1.819 -3.942
C 2.202 -3.049 2.503
C 3.476 -3.050 1.938
C 2.992 -0.927 0.976
C 0.617 1.925 -2.630
C -1.899 4.222 -0.846
C 1.032 -0.554 -3.695
C -1.123 3.356 -0.197
C 1.960 2.878 1.581
C -0.743 -0.274 4.153
C 1.399 -1.937 2.312
C 1.050 4.629 0.121
H 1.041 2.692 -4.575
H -1.145 -2.481 -4.625
H 0.420 2.867 -2.175
H -1.419 3.054 5.897
H 0.852 5.589 -0.387
H 4.358 0.481 -0.040
H -1.256 0.891 7.296
H 2.904 -4.190 -3.930
H -3.953 -0.251 -1.750
H -1.191 4.125 3.999
H 0.697 -1.660 -6.769
H 4.152 -3.852 2.094
H -2.564 -4.144 2.546
H -4.966 1.791 0.904
H 3.004 -0.184 -0.986
H 1.694 -3.082 -6.701
H -0.185 3.528 2.749
H 2.125 1.406 2.976
H -1.946 3.246 2.613
H -0.560 -3.405 -3.253
H -2.479 0.444 -1.071
H 2.559 -1.543 -6.545
H 3.468 2.502 2.931
H 1.869 -3.941 3.005
H -1.629 5.114 -1.392
H -4.561 -2.718 -1.011
H -3.633 0.812 1.338
H 2.717 1.044 0.245
H 3.673 -2.623 -3.690
H -0.494 -4.118 -4.868
H 1.464 0.477 -5.524
H 2.491 -3.247 -2.510
H -2.331 -1.009 -2.052
H -4.402 -4.360 0.799
H 4.838 -1.923 0.674
H -1.047 -1.212 6.097
*
```



Here is a structure of composition C30H31BeN5O3 from the OMol25 dataset. Energies are from ωB97M-V/def2-TZVPD.

**DFT total energy**: -1676.1940 Ha
**HOMO-LUMO gap**: 7.9986 eV
**Energy relative to the best compared isomer or geometry (same formula, charge and spin)**: 0.020 eV
**Lowest unoccupied orbital energy**: -0.1 eV

Structure (ORCA input):
```
! wB97M-V def2-TZVPD RIJCOSX def2/J DEFGRID3
* xyz 0 1
O -3.716 -0.517 -2.960
O -2.720 -0.922 1.305
O 0.815 -4.903 -0.019
N -2.747 -0.068 -0.922
N 2.009 1.799 -0.027
N 0.529 -2.612 0.306
N -1.428 -2.511 -1.292
N 0.588 -0.096 -0.675
C 3.064 1.619 0.990
C -3.412 -3.354 -2.268
C -2.014 -0.717 0.372
C 1.701 -2.399 1.083
C 1.256 0.793 -0.370
C -3.456 3.507 -0.207
C 1.709 3.156 -0.547
C -2.628 -2.301 -1.849
C 2.348 3.941 1.748
C 3.956 -1.811 2.604
C -1.741 -4.863 -1.425
C -1.958 1.994 -2.008
C -3.098 -0.862 -1.967
C 0.245 -3.836 -0.187
C -1.010 -3.759 -1.041
C 1.550 -1.946 2.401
C -2.766 1.363 -1.046
C 2.970 -2.551 0.518
C -2.955 -4.652 -2.063
C 2.689 -1.661 3.150
C -4.604 1.483 0.715
C 4.087 -2.250 1.295
C 2.781 2.519 2.184
C 2.527 4.164 0.244
C -1.210 1.234 -3.072
C -3.563 2.118 -0.173
C -1.892 3.385 -2.012
C 0.176 -1.774 2.999
C -2.616 4.142 -1.106
C 3.130 -3.012 -0.904
Be -0.469 -1.405 -0.257
H 1.934 3.199 -1.613
H -0.330 -0.883 2.614
H 4.836 -1.591 3.197
H 0.240 -1.681 4.084
H 2.879 -4.071 -0.997
H 0.643 3.353 -0.409
H -2.547 5.224 -1.121
H 2.575 -1.332 4.178
H -4.362 -3.145 -2.738
H 4.155 -2.863 -1.244
H 3.686 2.554 2.793
H 2.912 4.692 2.300
H 2.004 2.062 2.797
H -0.473 -2.615 2.758
H 2.189 5.160 -0.042
H -4.224 0.644 1.288
H -5.016 2.225 1.400
H -0.663 0.383 -2.671
H 1.295 4.098 1.994
H -1.276 3.876 -2.758
H 2.460 -2.462 -1.571
H -3.560 -5.494 -2.374
H -1.356 -5.847 -1.193
H -4.065 4.093 0.472
H 3.088 0.569 1.274
H 4.027 1.849 0.532
H -5.424 1.104 0.097
H 3.583 4.098 -0.031
H 5.074 -2.368 0.860
H -0.500 1.890 -3.576
H -1.908 0.845 -3.813
*
```